[1]
{"formula": "C46H50N5O2Zr", "method": "ωB97M-V/def2-TZVPD", "elements": ["Zr", "C", "C", "C", "C", "C", "C", "C", "C", "C", "C", "C", "C", "C", "C", "C", "C", "N", "C", "C", "C", "N", "C", "C", "C", "N", "C", "C", "C", "C", "C", "C", "C", "C", "C", "C", "C", "C", "N", "C", "C", "H", "H", "H", "H", "H", "H", "H", "H", "H", "H", "H", "H", "H", "H", "H", "H", "H", "H", "H", "H", "H", "H", "H", "H", "H", "H", "H", "H", "H", "H", "H", "H", "H", "H", "H", "H", "H", "H", "H", "H", "H", "H", "H", "H", "O", "C", "O", "C", "C", "C", "C", "C", "C", "C", "C", "C", "N", "H", "H", "H", "H", "H", "H"], "positions_angstrom": [[-0.06505, -0.02746, -0.36496], [6.01548, 2.01651, 0.75764], [5.70438, 0.72493, -0.00588], [4.35546, 0.17075, 0.32883], [4.04266, -0.83158, 1.19860], [4.96469, -1.65769, 2.03658], [5.06118, -1.15267, 3.48017], [2.61047, -0.94357, 1.20137], [1.90019, -1.85479, 1.96359], [0.52976, -1.88903, 2.12297], [-0.17662, -2.77807, 3.00151], [0.44750, -3.91019, 3.75401], [0.78302, -5.10119, 2.85084], [-1.48548, -2.39155, 2.99212], [-1.57689, -1.25934, 2.10992], [-2.71454, -0.50304, 1.90259], [-2.79518, 0.62900, 1.11421], [-1.75921, 1.13653, 0.36640], [-2.29788, 2.19178, -0.33407], [-1.62631, 2.95017, -1.27321], [-0.29190, 2.84102, -1.62117], [0.57866, 1.90456, -1.10268], [1.83013, 2.26590, -1.55771], [3.00502, 1.67985, -1.13001], [3.11119, 0.66431, -0.19670], [2.04767, -0.02522, 0.34490], [1.73195, 3.40347, -2.42633], [0.41339, 3.75415, -2.47508], [-0.19887, 4.92194, -3.18130], [-0.29500, 6.15656, -2.27885], [2.88356, 4.04776, -3.13042], [3.31908, 3.26201, -4.37124], [-3.68195, 2.37870, 0.02114], [-3.98757, 1.41343, 0.92878], [-5.30749, 1.13526, 1.57418], [-6.10575, 0.07459, 0.80818], [-4.56396, 3.46995, -0.49489], [-4.31885, 4.80014, 0.22562], [-0.34675, -0.98840, 1.55036], [-2.62286, -2.95579, 3.78316], [-2.84263, -2.20973, 5.10282], [7.00188, 2.39494, 0.49114], [5.99612, 1.84159, 1.83376], [5.27997, 2.79118, 0.53627], [6.46481, -0.02275, 0.22531], [5.77349, 0.90808, -1.08144], [5.95817, -1.65360, 1.58508], [4.63208, -2.69935, 2.02936], [5.44057, -0.13055, 3.50361], [5.73318, -1.77910, 4.06614], [4.08279, -1.15262, 3.96285], [2.47610, -2.56915, 2.53696], [-0.23678, -4.23197, 4.54010], [1.35181, -3.56255, 4.26020], [-0.12232, -5.48429, 2.37653], [1.23672, -5.90863, 3.42497], [1.47762, -4.81165, 2.05914], [-3.61432, -0.81317, 2.41548], [-2.19051, 3.73615, -1.75666], [3.92698, 2.09534, -1.51445], [-1.19031, 4.65301, -3.55170], [0.39843, 5.15922, -4.06309], [-0.89495, 5.94601, -1.39187], [-0.74944, 6.99283, -2.80899], [0.69613, 6.46267, -1.94170], [3.72602, 4.15250, -2.44237], [2.60309, 5.06125, -3.42042], [3.62404, 2.24814, -4.10674], [4.15673, 3.75187, -4.86661], [2.49736, 3.18528, -5.08415], [-5.88301, 2.06082, 1.62608], [-5.15522, 0.81576, 2.60760], [-6.31220, 0.41298, -0.20772], [-7.05519, -0.12999, 1.30195], [-5.54660, -0.85929, 0.73202], [-5.60644, 3.17354, -0.37173], [-4.41142, 3.59636, -1.56911], [-4.51264, 4.69964, 1.29404], [-4.97086, 5.57919, -0.16841], [-3.28442, 5.12676, 0.10611], [-2.42807, -4.00968, 3.98830], [-3.53450, -2.92903, 3.18246], [-1.95470, -2.27030, 5.73332], [-3.68049, -2.63841, 5.65186], [-3.05179, -1.15335, 4.92809], [-2.93684, -2.47044, -1.60086], [-1.83404, -1.99622, -1.55622], [-1.50993, -0.72534, -1.67414], [-0.61791, -2.87379, -1.31770], [-0.76821, -4.26168, -1.18299], [0.34907, -5.01112, -0.97465], [1.61977, -4.39446, -1.01528], [2.81978, -5.14028, -0.93160], [4.02635, -4.52684, -1.09939], [4.07876, -3.14330, -1.37672], [2.93880, -2.39407, -1.42463], [1.68312, -2.99739, -1.20684], [0.53566, -2.23611, -1.25194], [-1.76339, -4.67853, -1.23190], [0.27959, -6.08157, -0.82269], [2.75744, -6.20809, -0.76242], [4.94138, -5.10154, -1.05101], [5.03481, -2.66871, -1.55741], [2.98087, -1.33893, -1.65329]], "atomic_forces_ev_per_a": [[0.10, 0.01, -0.25], [-0.01, -0.03, -0.01], [-0.01, 0.01, 0.03], [0.02, 0.03, 0.00], [0.00, -0.01, 0.00], [0.00, 0.02, 0.03], [0.00, 0.00, -0.04], [-0.01, 0.02, 0.00], [-0.02, 0.00, 0.00], [0.03, 0.03, -0.06], [-0.04, -0.04, 0.02], [-0.02, -0.01, 0.01], [-0.02, 0.04, -0.02], [0.01, 0.02, -0.03], [0.02, -0.09, 0.02], [-0.01, 0.05, -0.06], [0.08, -0.03, 0.03], [-0.25, 0.15, 0.02], [0.04, -0.04, -0.01], [-0.02, 0.00, 0.00], [0.03, -0.01, 0.00], [-0.08, 0.10, -0.12], [0.00, -0.04, 0.03], [-0.02, 0.02, -0.03], [-0.02, -0.02, 0.01], [0.21, -0.02, 0.05], [0.03, 0.00, -0.03], [0.01, 0.02, 0.00], [0.00, 0.03, 0.01], [0.01, -0.04, 0.00], [-0.01, 0.00, -0.02], [-0.02, 0.00, 0.03], [-0.03, 0.04, -0.01], [-0.04, -0.02, -0.02], [-0.03, 0.00, -0.01], [0.04, 0.02, -0.01], [0.01, 0.04, 0.03], [-0.01, -0.03, -0.02], [-0.07, -0.15, 0.19], [0.01, 0.01, 0.01], [0.00, -0.02, -0.02], [0.00, 0.01, 0.00], [0.00, 0.00, 0.00], [0.00, 0.00, 0.00], [0.00, 0.00, -0.02], [0.01, -0.01, 0.00], [0.00, -0.01, -0.01], [0.00, -0.01, -0.01], [0.00, 0.00, 0.01], [0.00, 0.00, 0.00], [0.00, 0.00, 0.00], [0.00, 0.00, 0.00], [0.03, 0.00, 0.02], [0.00, 0.00, 0.01], [0.01, -0.01, -0.01], [0.00, 0.00, 0.00], [0.00, -0.01, 0.00], [0.00, 0.00, 0.01], [0.00, 0.00, 0.00], [0.00, 0.00, 0.00], [0.00, -0.01, -0.01], [-0.01, -0.01, -0.01], [0.00, 0.01, 0.00], [0.00, 0.00, 0.00], [-0.01, 0.01, 0.01], [0.00, 0.00, 0.00], [0.01, 0.01, 0.01], [0.00, 0.00, -0.01], [0.00, 0.00, 0.00], [0.01, -0.01, -0.01], [0.00, 0.00, 0.01], [0.00, 0.01, 0.00], [-0.01, -0.01, 0.00], [0.00, 0.00, 0.00], [-0.01, 0.00, -0.01], [0.00, -0.01, -0.01], [0.00, -0.02, -0.01], [0.01, 0.01, 0.00], [0.00, 0.01, 0.00], [0.00, 0.00, 0.01], [0.00, 0.00, -0.01], [-0.01, -0.01, 0.00], [0.00, 0.00, 0.00], [0.00, 0.01, 0.01], [0.00, 0.00, 0.00], [-0.05, 0.07, -0.10], [0.03, -0.01, 0.05], [0.02, -0.08, 0.30], [-0.05, 0.05, 0.00], [-0.07, 0.03, 0.01], [0.01, -0.03, 0.01], [-0.01, -0.06, -0.01], [-0.02, -0.02, 0.00], [0.01, 0.05, 0.00], [0.01, -0.03, 0.00], [-0.04, 0.01, 0.02], [0.00, 0.10, -0.02], [0.16, -0.14, -0.05], [-0.01, 0.02, 0.00], [0.03, 0.00, 0.00], [0.00, 0.00, 0.00], [0.00, 0.01, 0.00], [0.01, -0.01, 0.00], [0.00, 0.01, 0.00]], "mulliken_charge": [1.453, -1.166, -1.378, 0.796, 0.723, -1.236, -1.200, -0.055, -0.588, 0.273, 0.708, -1.341, -0.853, 0.510, -0.072, -0.500, 0.133, -0.539, 0.103, -0.343, -0.071, -0.607, 0.165, -0.459, -0.298, 0.072, 0.448, 0.712, -1.208, -1.024, -1.204, -1.153, 0.790, 0.529, -1.196, -1.126, -1.281, -1.050, -0.238, -1.472, -1.186, 0.421, 0.275, 0.271, 0.470, 0.411, 0.528, 0.341, 0.291, 0.424, 0.263, 0.589, 0.450, 0.410, 0.292, 0.444, 0.058, 0.502, 0.406, 0.512, 0.472, 0.464, 0.208, 0.386, 0.319, 0.431, 0.422, 0.270, 0.398, 0.328, 0.456, 0.454, 0.330, 0.390, 0.288, 0.429, 0.465, 0.325, 0.400, 0.197, 0.515, 0.499, 0.336, 0.407, 0.292, -0.655, 0.173, -0.569, 0.742, -0.707, -0.669, 1.090, -0.657, -0.988, -0.110, -0.908, 0.111, -0.212, 0.559, 0.503, 0.461, 0.427, 0.472, 0.525], "total_charge": 1, "homo_energy_ev": -9.595, "e_tot_ev": -61342.28438}


[2]
{"formula": "C46H51As2Br5N5O2STl", "method": "ωB97M-V/def2-TZVPD", "elements": ["Tl", "N", "C", "C", "N", "C", "C", "N", "H", "H", "H", "H", "H", "H", "H", "H", "H", "H", "H", "H", "H", "Br", "C", "C", "Br", "C", "Br", "C", "O", "C", "O", "C", "Br", "S", "C", "C", "C", "C", "C", "C", "As", "C", "C", "C", "C", "C", "C", "C", "C", "C", "C", "C", "C", "H", "H", "H", "H", "H", "H", "H", "H", "H", "H", "H", "H", "H", "H", "Br", "C", "C", "C", "C", "C", "C", "N", "C", "C", "C", "C", "C", "C", "N", "H", "H", "H", "H", "H", "H", "H", "H", "H", "C", "C", "As", "C", "C", "C", "C", "H", "H", "H", "H", "H", "H", "H", "H", "H", "H", "H", "H", "H", "H", "H"], "positions_angstrom": [[0.20629, 0.48957, 0.58263], [2.14736, -1.63155, 1.29623], [1.96021, -2.20191, 2.62786], [0.48651, -2.48066, 2.90455], [-0.25365, -1.23541, 2.92826], [-1.62633, -1.30345, 3.39136], [-2.60893, -1.50496, 2.23747], [-2.44087, -0.43581, 1.26727], [2.19893, -2.33060, 0.56891], [2.94811, -1.01727, 1.24402], [2.31034, -1.46717, 3.35693], [2.53468, -3.12667, 2.78183], [0.40149, -3.03220, 3.85723], [0.07866, -3.12788, 2.11672], [0.28595, -0.52309, 3.40734], [-1.87044, -0.35876, 3.88725], [-1.76682, -2.11391, 4.12441], [-3.62323, -1.57667, 2.65522], [-2.39134, -2.45641, 1.74660], [-2.57445, 0.48899, 1.67179], [-3.00482, -0.53996, 0.43260], [-1.66191, 4.07844, 7.07246], [-0.65859, 3.16985, 5.73799], [0.60228, 2.68333, 6.01591], [1.36326, 2.88120, 7.74484], [1.30736, 2.01432, 4.99403], [3.05649, 1.31800, 5.31290], [0.81173, 1.79377, 3.69442], [1.48770, 1.17598, 2.79069], [-0.53786, 2.30055, 3.39957], [-1.05995, 2.13975, 2.23672], [-1.19631, 2.97515, 4.44837], [-2.92981, 3.63583, 4.00413], [-1.94572, -0.89252, -2.73555], [-1.86273, -2.49785, -3.39388], [-2.40261, -2.80472, -4.66685], [-2.38646, -4.08978, -5.17789], [-1.82574, -5.13967, -4.45255], [-1.27230, -4.86494, -3.21240], [-1.26982, -3.57441, -2.68611], [-0.51171, -3.20887, -0.91374], [1.17614, -4.21190, -1.19221], [1.78199, -4.19720, -2.45353], [3.05201, -4.72486, -2.65014], [3.75274, -5.28331, -1.58719], [3.18129, -5.27982, -0.32302], [1.91746, -4.73316, -0.12787], [-1.65417, -4.57476, -0.05242], [-3.02677, -4.38136, -0.24325], [-3.95930, -5.18136, 0.39701], [-3.54022, -6.19059, 1.25863], [-2.18361, -6.39043, 1.46113], [-1.24948, -5.58852, 0.80976], [-2.84779, -1.99531, -5.23275], [-2.82289, -4.28248, -6.15377], [-1.82392, -6.14977, -4.84566], [-0.82775, -5.67204, -2.63821], [1.24472, -3.77042, -3.29186], [3.49918, -4.69429, -3.63800], [4.73873, -5.70693, -1.74051], [3.72661, -5.68749, 0.52079], [1.51729, -4.69742, 0.87976], [-3.36020, -3.58369, -0.90146], [-5.01689, -5.01332, 0.23193], [-4.26628, -6.81259, 1.76925], [-1.84444, -7.16790, 2.13628], [-0.19728, -5.77860, 0.97674], [2.28559, 5.95191, 5.31095], [2.31406, 4.96995, 3.68343], [3.47248, 4.31139, 3.31170], [3.49232, 3.59919, 2.12189], [2.35511, 3.52940, 1.32362], [1.18847, 4.16319, 1.74144], [1.16457, 4.89635, 2.91630], [2.28489, 2.74450, 0.15319], [3.25924, 2.64241, -0.63513], [3.19862, 1.78543, -1.85006], [4.24225, 1.78514, -2.76573], [4.13890, 0.98508, -3.89626], [3.00388, 0.21436, -4.07450], [2.00235, 0.28701, -3.10981], [2.10338, 1.05227, -2.03152], [4.33769, 4.32414, 3.95988], [4.36956, 3.02036, 1.85717], [0.28329, 4.00900, 1.16842], [0.24846, 5.36461, 3.25108], [4.18501, 3.21666, -0.49056], [5.11298, 2.40856, -2.59723], [4.93320, 0.97428, -4.63247], [2.88442, -0.41538, -4.94673], [1.07022, -0.27058, -3.20601], [-2.24222, 5.30290, 0.31008], [-2.69586, 4.71497, -1.03113], [-1.62862, 3.11440, -1.47531], [0.01001, 4.01275, -2.12832], [-0.09612, 5.03771, -3.25491], [-2.46538, 2.66821, -3.21682], [-3.23157, 3.76071, -3.96379], [-2.92299, 6.08679, 0.65286], [-1.24392, 5.74364, 0.22754], [-2.20268, 4.52899, 1.08320], [-2.65034, 5.46548, -1.82275], [-3.73372, 4.38224, -0.95826], [0.67486, 3.19720, -2.42226], [0.46791, 4.47058, -1.24862], [-0.39199, 4.56371, -4.19294], [0.86982, 5.52531, -3.42325], [-0.82093, 5.82232, -3.02570], [-3.12292, 1.82467, -3.01535], [-1.66582, 2.25852, -3.83802], [-4.08955, 4.11128, -3.38672], [-3.61264, 3.37229, -4.91410], [-2.60842, 4.62803, -4.18750]], "atomic_forces_ev_per_a": [[-0.25, -0.03, 0.12], [0.09, -0.03, 0.19], [-0.07, 0.05, -0.18], [-0.06, 0.22, -0.07], [0.11, -0.12, 0.20], [0.01, 0.04, -0.16], [0.19, 0.16, -0.07], [-0.22, 0.05, 0.02], [0.07, -0.01, -0.02], [-0.01, -0.02, 0.04], [0.02, 0.01, -0.01], [0.01, -0.03, 0.04], [0.00, -0.06, 0.02], [-0.02, -0.04, 0.02], [-0.05, 0.02, -0.06], [0.06, -0.01, 0.00], [-0.04, 0.02, 0.06], [-0.06, -0.04, 0.05], [-0.02, -0.05, -0.05], [0.05, -0.05, -0.01], [0.06, -0.05, 0.02], [0.02, -0.01, -0.05], [0.09, -0.01, -0.09], [-0.04, -0.01, -0.13], [0.00, -0.01, -0.05], [-0.06, -0.11, -0.05], [-0.04, -0.01, 0.02], [0.29, -0.12, 0.06], [-0.33, 0.03, 0.13], [-0.31, 0.04, 0.04], [0.29, -0.11, 0.26], [0.01, -0.12, -0.08], [0.04, 0.00, 0.02], [0.02, -0.03, -0.08], [0.12, -0.05, 0.15], [0.03, -0.18, 0.02], [-0.03, 0.17, 0.00], [0.03, -0.06, 0.03], [0.00, 0.06, 0.04], [-0.09, 0.18, -0.22], [-0.07, -0.19, -0.24], [0.15, 0.04, 0.02], [0.01, -0.05, 0.06], [-0.02, 0.01, 0.07], [-0.05, 0.01, -0.02], [-0.02, 0.01, -0.01], [-0.06, -0.01, -0.03], [-0.05, -0.03, 0.16], [0.03, 0.04, 0.01], [0.05, -0.03, 0.04], [0.03, 0.02, -0.03], [-0.02, 0.03, -0.03], [0.00, 0.00, -0.03], [0.00, 0.00, 0.02], [0.01, 0.02, 0.02], [0.01, 0.01, 0.01], [-0.01, 0.00, 0.02], [0.01, -0.01, -0.01], [-0.03, -0.01, 0.02], [-0.02, 0.03, 0.00], [-0.02, 0.01, 0.00], [0.04, 0.02, -0.01], [-0.01, -0.04, 0.00], [0.01, 0.01, 0.00], [0.01, 0.02, -0.01], [0.01, -0.01, -0.02], [-0.03, 0.00, 0.01], [0.00, -0.03, -0.01], [0.02, 0.08, -0.01], [0.03, 0.02, -0.08], [0.06, -0.06, 0.00], [0.03, 0.06, 0.02], [0.03, 0.03, -0.18], [0.01, 0.10, -0.11], [-0.26, 0.06, 0.18], [0.24, 0.16, -0.18], [-0.07, 0.04, 0.05], [0.17, 0.02, -0.05], [0.03, 0.05, 0.04], [0.02, 0.05, -0.01], [-0.10, 0.01, 0.07], [-0.17, -0.05, -0.02], [-0.01, 0.00, 0.00], [-0.01, 0.02, 0.03], [-0.01, 0.02, 0.05], [0.00, -0.02, 0.00], [0.07, -0.08, -0.02], [0.00, -0.03, 0.00], [0.02, -0.01, 0.01], [-0.03, -0.01, 0.03], [0.05, 0.01, 0.03], [-0.03, -0.11, -0.09], [0.10, 0.11, 0.27], [-0.06, 0.00, -0.16], [0.04, 0.10, -0.06], [0.02, -0.08, 0.07], [-0.02, 0.14, -0.07], [0.06, -0.09, 0.02], [0.03, 0.02, 0.01], [-0.03, -0.02, 0.01], [0.01, 0.06, -0.03], [-0.03, -0.01, -0.03], [-0.01, -0.03, -0.01], [-0.02, 0.00, 0.06], [0.01, -0.03, 0.04], [-0.01, 0.03, 0.02], [-0.01, -0.01, -0.02], [0.01, 0.00, -0.02], [-0.01, -0.08, -0.01], [0.01, -0.03, 0.01], [0.01, 0.01, -0.01], [-0.01, 0.01, 0.02], [-0.05, -0.02, 0.01]], "mulliken_charge": [1.230, -0.018, -1.063, -0.190, 0.575, -0.851, -0.131, -0.074, -0.116, 0.181, 0.383, 0.442, 0.304, -0.025, -0.271, 0.175, 0.428, 0.412, -0.250, 0.050, 0.168, -0.245, 0.351, 0.055, -0.183, 0.129, -0.265, -0.035, -0.573, -0.250, -0.490, -0.076, -0.244, -0.005, 0.124, -0.712, -0.327, -0.876, -0.279, -0.980, 1.446, 0.178, -0.526, -0.751, -0.554, -0.807, 0.166, 0.305, -0.573, -0.590, -0.516, -0.682, 0.070, 0.395, 0.310, 0.366, 0.324, 0.416, 0.409, 0.350, 0.409, -0.042, 0.352, 0.380, 0.341, 0.390, 0.115, -0.185, -0.092, -0.781, -0.522, -0.631, 1.008, -0.331, 0.692, -0.666, 0.608, -0.984, -0.356, -0.727, -0.503, 0.439, 0.389, 0.357, -0.295, 0.490, 0.412, 0.453, 0.387, 0.472, 0.396, -1.134, -0.945, 0.498, 0.308, -1.512, -0.613, -1.266, 0.450, 0.229, 0.156, 0.417, 0.484, -0.149, 0.212, 0.301, 0.433, 0.267, 0.409, 0.380, 0.284, 0.383, 0.217], "total_charge": -2, "homo_energy_ev": -1.437, "e_tot_ev": -547495.88062}


Frontier orbital gap list, top to bottom, in eV: 5.788, 5.197
Relative energy (zero: lowest compared OMol25 entry of this formula, charge and spin) list, top to bottom, in kJ/mol: 0.0, 37.3